Entry from the OMol25 dataset: a structure of composition C4H8N2O at a distorted geometry (ωB97M-V with the def2-TZVPD basis set).

molar mass = 100.1 g/mol

Each line ends with the natural charge from an NBO analysis.
Geometry (Å):
C1 0.652 -2.965 -0.309  -0.636
C2 0.254 -1.681 0.681  -0.281
C3 -0.044 0.700 -0.313  0.258
C4 -0.040 1.342 0.948  0.381
H1 -0.236 -3.135 -0.894  0.207
H2 1.025 -4.013 0.083  0.210
H3 1.189 -2.672 -1.180  0.225
H4 0.936 -1.756 1.633  0.222
H5 -0.973 -2.033 1.020  0.209
H6 -1.633 1.949 -1.399  0.391
H7 -1.264 0.757 -2.005  0.362
H8 0.482 0.805 1.876  0.096
N1 0.186 -0.565 -0.469  -0.399
N2 -0.437 1.485 -1.405  -0.792
O1 -0.338 2.410 0.993  -0.452


Entry from the OMol25 dataset: the ion C2H3O3S2 with charge -1 at a distorted geometry (ωB97M-V with the def2-TZVPD basis set).

charge = -1
molar mass = 139.2 g/mol

Each line ends with the natural charge from an NBO analysis.
Geometry (Å):
C1 -2.315 0.309 0.788  0.778
C2 -0.712 -0.098 0.645  -0.254
O1 -2.545 1.405 0.291  -0.741
O2 -2.930 -0.625 1.267  -0.729
O3 -0.021 0.972 -0.043  -0.759
S1 1.269 -1.979 -0.728  -0.231
S2 -0.777 -1.640 -0.190  0.161
H1 -0.313 -0.110 1.691  0.175
H2 -0.894 1.360 -0.186  0.490
H3 1.504 -1.320 -1.849  0.110


Calculated energy relative to the best compared isomer or geometry (same formula, charge and spin), 173.0 14.8 kcal per mole (same order as the records).
Calculated LUMO energy, -0.30 3.08 eV (same order as the records).